The following is a DFT calculation (the ωB97M-V functional and the def2-TZVPD basis) of a 4-piece molecular cluster, C31H48INO14 overall in a non-equilibrium geometry.

Geometry as XYZ:
```
95
Properties=species:S:1:pos:R:3:forces:R:3
C 3.994003 3.106347 2.697583 0.31 -0.14 -0.47
C 3.650554 2.442390 1.354170 0.04 0.65 0.62
O 4.134395 3.284122 0.307541 -0.79 -0.19 0.17
C 3.248408 3.279628 -0.803417 0.93 -0.15 -0.55
C 3.330045 1.955579 -1.606738 -0.28 1.20 -0.19
O 2.179688 1.141663 -1.447520 0.67 -0.43 -0.15
C 2.440593 -0.181466 -1.013211 -0.61 -0.43 0.77
C 1.551404 -1.186769 -1.764053 0.96 0.50 -0.42
O 1.557338 -2.413646 -1.057403 -0.29 -0.38 0.20
C 0.236831 -2.959369 -0.947299 -0.03 0.69 -0.53
C -0.532827 -2.147984 0.088288 0.30 -0.95 -0.54
C -0.053594 -2.181281 1.394074 0.23 -0.17 -0.20
C -0.661082 -1.464571 2.390012 0.20 -0.02 1.48
C -0.099775 -1.494848 3.811694 0.08 0.60 -1.36
C 0.882066 -0.301180 3.998739 -0.93 -0.34 1.13
C 0.935355 0.043218 5.505794 0.39 -0.49 -0.81
I 2.820756 -0.829687 3.232873 -0.23 0.25 0.11
C -1.774063 -0.674051 2.120580 0.26 -0.18 0.28
C -2.227077 -0.644428 0.835388 -1.22 0.94 -1.05
C -1.635004 -1.371478 -0.198968 -0.11 -0.05 -0.46
C -2.213547 -1.243383 -1.597861 -0.19 0.02 0.04
O -2.302765 -2.178876 -2.372359 0.14 0.74 0.49
C -2.703852 0.143172 -1.928344 0.55 -1.10 0.43
C -3.264873 0.849720 -0.954461 -0.95 1.02 -0.04
C -3.715524 2.301591 -1.240628 1.04 -0.65 1.34
C -3.193662 3.132860 -0.033671 0.18 -0.17 -0.29
N -2.903120 4.531650 -0.393279 -0.24 0.01 0.70
C -3.406880 0.223713 0.449094 0.40 -0.31 -0.49
O -4.364897 0.359171 1.176417 0.27 0.46 -0.39
H 3.809632 4.183037 2.617809 -0.12 -0.20 0.04
H 3.388589 2.690796 3.508869 0.22 -0.01 -0.07
H 5.062065 2.980522 2.909652 -0.22 -0.01 0.15
H 2.553729 2.364955 1.293240 0.20 -0.21 -0.17
H 4.101949 1.443990 1.273854 -0.23 0.09 0.01
H 3.632933 4.072501 -1.457766 -0.20 -0.05 0.18
H 2.217673 3.525591 -0.512333 0.11 -0.18 -0.02
H 4.272697 1.478487 -1.312756 -0.27 -0.21 -0.06
H 3.404879 2.252431 -2.664593 -0.02 -0.33 0.12
H 3.478149 -0.516437 -1.150740 -0.04 0.41 -0.10
H 2.241771 -0.237565 0.071378 -0.07 -0.16 -0.24
H 0.551550 -0.781140 -1.961659 0.08 -0.04 0.35
H 2.035079 -1.328042 -2.746028 -0.36 -0.16 0.08
H -0.199981 -2.902592 -1.948986 -0.28 -0.12 0.35
H 0.258921 -4.016618 -0.668227 0.42 0.21 0.11
H 0.831624 -2.765141 1.636308 -0.14 0.00 -0.17
H -0.946068 -1.357888 4.494575 0.28 -0.19 0.10
H 0.407642 -2.451021 3.964976 -0.16 0.16 0.35
H 0.502033 0.562379 3.444767 0.33 -0.17 -0.13
H 1.396701 -0.807718 6.019691 0.02 0.32 0.15
H -0.099230 0.117548 5.857616 0.21 0.30 0.05
H 1.501852 0.961728 5.677989 -0.13 -0.18 0.19
H -2.250794 -0.089545 2.903746 -0.05 -0.11 -0.15
H -2.576536 0.517276 -2.941388 -0.18 -0.15 0.10
H -4.791380 2.396199 -1.383160 0.18 0.10 -0.15
H -3.147685 2.644122 -2.110691 -0.41 -0.08 -0.05
H -2.238613 2.678267 0.274331 -0.21 0.03 -0.07
H -3.869924 3.007474 0.822674 0.05 0.20 -0.17
H -2.019353 4.786950 0.036754 0.00 0.01 -0.22
H -3.571315 5.139710 0.072548 -0.09 0.00 -0.33
C -0.336084 -5.017150 -8.679001 0.07 -0.03 -0.26
O -0.473909 -5.378931 -7.305435 0.02 -0.04 -0.01
C -1.044158 -4.438955 -6.546863 0.01 -0.09 0.12
O -1.428048 -3.364317 -6.928080 0.01 0.01 -0.04
O -1.112010 -4.898622 -5.299902 0.01 -0.06 -0.03
C -1.706971 -3.988163 -4.367421 -0.04 -0.01 0.14
H 0.135944 -5.855718 -9.184462 0.00 -0.08 0.18
H -1.311141 -4.837367 -9.129481 0.02 0.13 0.05
H 0.299408 -4.138999 -8.784030 -0.12 0.07 0.02
H -2.735374 -3.768813 -4.646698 0.07 0.12 -0.07
H -1.127282 -3.071394 -4.302727 -0.07 0.03 -0.15
H -1.704655 -4.472734 -3.396148 0.10 -0.16 -0.11
C 9.131424 -4.847382 3.848664 0.15 -0.23 0.11
O 8.794534 -3.809714 2.927290 0.02 0.02 -0.04
C 7.752695 -3.065879 3.299189 0.06 0.00 -0.07
O 7.110320 -3.202385 4.306341 -0.02 0.00 0.01
O 7.546359 -2.142813 2.358133 0.02 0.01 -0.06
C 6.451779 -1.269190 2.628479 -0.18 0.26 -0.04
H 9.986658 -5.375693 3.435703 -0.02 0.14 -0.15
H 9.408245 -4.428783 4.815039 -0.14 0.00 0.02
H 8.304338 -5.546965 3.959349 -0.04 0.10 0.09
H 6.622439 -0.708704 3.546681 -0.07 -0.12 0.07
H 5.519284 -1.829453 2.692494 0.09 -0.07 0.13
H 6.382178 -0.568707 1.799431 0.18 -0.11 -0.08
C -6.892309 2.491434 0.366625 -0.01 -0.21 0.22
O -7.167304 3.627599 -0.457184 0.10 -0.01 -0.10
C -8.026399 4.497271 0.075061 0.04 -0.01 -0.10
O -8.559385 4.397534 1.148141 0.00 0.01 0.02
O -8.190972 5.498589 -0.790967 0.03 0.00 -0.04
C -9.093495 6.512728 -0.348437 -0.16 0.24 -0.01
H -6.180778 1.861584 -0.152563 -0.07 0.09 -0.15
H -6.441028 2.803407 1.307315 -0.17 -0.01 0.07
H -7.802601 1.920815 0.542416 0.00 0.09 0.14
H -8.729000 6.980464 0.564941 -0.07 -0.11 0.06
H -10.089456 6.100589 -0.193847 0.05 -0.03 0.12
H -9.140731 7.262759 -1.133530 0.13 -0.12 -0.10
```
Forces are in eV/Å.

The calculation puts the molecular weight at 785.6 g/mol. Its max |F| is 1.86 eV/A. The value obtained for the energy is -2615.78786 Ha. Its structure (SMILES) is CCOCCOCCOCc1cc(C[C@@H](C)I)cc2c1C(=O)C=C(CCN)C2=O.COC(=O)OC.COC(=O)OC.COC(=O)OC.

Atom charges from the Löwdin analysis, given in e for atoms 1 to 5: -0.072, -0.301, -0.162, -0.184, -0.178

=====

The following is a DFT calculation (the ωB97M-V functional and the def2-TZVPD basis) of a 11-piece molecular cluster, C31H48N18O15 overall in a non-equilibrium geometry.

Geometry as XYZ:
```
112
Properties=species:S:1:pos:R:3:forces:R:3
O 3.379039 3.344314 -3.106585 0.11 -0.16 0.31
N 3.259723 2.214558 -3.546999 -0.92 -0.12 -1.54
O 3.400091 1.184615 -2.928377 0.02 0.20 -0.10
C 2.875437 2.133945 -5.025191 1.06 1.45 -0.13
C 2.258509 1.024407 -5.559380 0.66 0.82 -0.21
C 2.030096 1.017865 -6.941737 -0.73 -1.48 1.83
C 2.318772 2.066486 -7.739285 0.60 0.48 -0.53
C 2.991280 3.152916 -7.207189 -0.24 1.35 1.05
C 3.249443 3.258016 -5.828449 -0.54 -2.07 -0.36
H 1.956772 0.237288 -4.904202 -0.06 -0.47 0.13
H 1.548307 0.141060 -7.323275 -0.25 -0.26 -0.37
H 2.042076 1.988890 -8.777296 0.15 0.30 -0.24
H 3.191184 4.029190 -7.813712 0.20 -0.18 -0.11
H 3.762921 4.103392 -5.405819 -0.03 0.09 0.09
O 2.246637 -5.768867 4.272881 1.78 -0.48 1.34
N 1.333432 -5.808609 3.507600 -0.86 0.26 -2.38
O 1.342883 -6.397575 2.436061 0.13 -0.20 0.58
C 0.193539 -4.966777 3.784255 -0.26 0.19 0.03
C 0.200186 -4.285081 4.975126 -0.41 0.32 0.19
C -0.814480 -3.403978 5.265404 -0.55 -0.08 0.49
C -1.863010 -3.341183 4.390840 -0.86 0.69 -0.82
C -1.867883 -4.028193 3.174444 0.69 0.11 -0.01
C -0.781791 -4.808650 2.819751 0.09 -0.96 -1.00
H 0.968232 -4.438278 5.663967 1.18 -0.22 0.81
H -0.930377 -2.791073 6.164730 0.69 -0.45 -0.18
H -2.632261 -2.622991 4.653320 -0.34 -0.25 -0.37
H -2.625191 -3.893192 2.444598 -0.76 0.19 -0.21
H -0.637175 -5.329130 1.819117 -0.48 0.89 1.54
O 5.324083 -1.764950 0.467906 0.05 -0.26 -0.46
N 5.515916 -1.023081 1.412832 -1.28 0.75 -1.51
O 5.837637 -1.395457 2.495130 0.73 0.16 1.32
C 5.228935 0.436931 1.143088 0.47 -1.59 -0.32
C 5.075904 1.247011 2.216015 0.44 -0.18 1.91
C 4.990551 2.582507 2.082495 -1.17 2.39 -1.34
C 4.851399 3.114799 0.789558 0.94 0.15 0.04
C 4.980548 2.308877 -0.298648 0.07 -2.41 -0.65
C 5.165812 0.905527 -0.132636 -0.21 1.41 -0.40
H 5.058454 0.833436 3.189349 0.15 -0.59 0.79
H 4.887725 3.317598 2.869975 0.09 -0.52 0.48
H 4.766765 4.161352 0.579183 -0.20 0.53 0.39
H 4.915052 2.625932 -1.325214 -0.10 0.50 0.07
H 5.201728 0.271596 -0.993405 0.18 -0.33 -0.19
O -0.972441 -2.493452 0.248313 -1.68 -1.50 -0.43
N 0.167711 -2.177224 0.390946 1.45 0.07 1.24
O 1.040150 -2.958164 0.833092 -0.92 1.84 -1.13
C 0.369015 -0.716672 0.168257 1.84 -0.65 0.50
C 1.591351 -0.161775 0.539119 -0.08 -0.07 -0.72
C 1.755398 1.209347 0.442695 -1.36 -0.08 0.29
C 0.686995 2.012734 0.022272 -0.08 0.04 -0.33
C -0.529658 1.417888 -0.308244 0.85 0.18 -0.46
C -0.689145 0.026820 -0.265159 -1.13 1.07 0.08
H 2.408403 -0.799089 0.843821 -0.10 0.01 0.29
H 2.600365 1.637798 0.902037 1.12 0.51 -0.05
H 0.740704 3.120875 -0.082959 0.24 -1.02 0.40
H -1.270595 2.117754 -0.667017 -0.48 -0.52 0.11
H -1.656978 -0.425693 -0.467943 0.29 0.11 -0.11
N -0.276704 1.681506 3.004731 -2.47 -2.06 -1.13
C -0.837780 0.415484 3.146670 0.48 0.33 -0.23
N 0.050767 -0.582344 3.432311 -0.99 0.53 0.15
O -2.049830 0.207750 2.981834 0.24 0.04 0.04
H 0.430988 1.910132 3.616029 1.71 0.81 1.16
H -0.892102 2.375954 2.589028 0.19 0.34 0.28
H -0.275752 -1.535808 3.526614 0.04 0.34 -0.04
H 1.019711 -0.412230 3.272984 0.75 -0.23 0.00
N -5.502330 -0.854094 2.528985 0.59 0.34 0.96
C -4.997234 -1.628750 1.477214 0.99 1.73 1.64
N -3.639531 -1.672947 1.481640 1.55 -1.01 -0.70
O -5.712340 -2.126416 0.650312 -0.76 -0.96 -0.71
H -6.484445 -1.052660 2.703333 0.49 0.40 0.18
H -4.871270 -0.542914 3.330048 -1.43 -0.92 -1.68
H -2.981244 -1.047679 1.985449 -0.92 -0.48 -0.12
H -3.201969 -2.404752 0.904409 -0.51 1.04 0.23
N -3.717701 4.077708 0.039780 -0.13 -2.19 1.09
C -3.023836 3.403880 1.018799 1.64 0.76 1.01
N -3.595567 2.240491 1.459185 -0.48 1.04 -1.02
O -1.929521 3.855993 1.456571 -1.42 -1.06 -0.64
H -3.279191 4.904823 -0.281284 -0.22 0.64 -0.33
H -4.618040 3.642670 -0.201423 0.15 0.96 -0.51
H -3.239281 1.662596 2.193846 0.64 -0.04 0.32
H -4.553486 2.107064 1.190130 -0.27 -0.29 0.00
N 3.382830 -3.385231 2.500395 -0.46 2.14 -1.46
C 3.252159 -2.441686 3.420615 -0.36 1.22 0.67
N 3.292017 -2.878151 4.697862 0.11 -1.34 1.00
O 3.056970 -1.246413 3.171205 0.18 -0.03 -0.37
H 3.378440 -3.058498 1.561570 -0.14 -0.09 -0.63
H 3.546896 -4.308021 2.670974 0.63 -2.65 0.65
H 3.383121 -3.897682 4.809256 0.18 1.05 0.40
H 3.651761 -2.238302 5.393678 -0.24 -0.31 -0.16
N -4.835703 1.031272 -1.592249 0.71 0.85 0.35
C -6.038688 1.483899 -1.115267 -0.08 -1.09 -1.19
N -7.093458 0.686218 -1.444720 0.65 0.09 -0.22
O -6.184447 2.535386 -0.505267 0.40 0.27 0.60
H -4.655614 0.209706 -2.165956 -0.26 0.24 0.55
H -4.010979 1.554284 -1.283065 -0.56 -0.50 -0.26
H -6.986652 -0.129006 -1.999072 0.30 -0.54 -0.14
H -8.002246 0.863645 -1.118841 -0.83 0.55 0.51
N -2.310051 -2.879043 -3.528035 1.56 1.60 0.03
C -1.995284 -1.482412 -3.318891 0.93 -2.02 0.35
N -0.725270 -1.034620 -3.636788 -0.51 -0.36 -0.88
O -2.758595 -0.760903 -2.749284 -1.88 1.32 0.44
H -3.089180 -3.152752 -2.943091 0.11 0.08 0.00
H -1.473709 -3.448655 -3.364328 -0.63 0.07 -0.18
H -0.674700 -0.031402 -3.852101 -0.04 -0.17 0.45
H -0.333025 -1.529576 -4.412734 0.44 -0.48 -0.27
N -0.185346 3.793855 -3.383729 -0.07 1.38 1.33
C -0.762508 2.597209 -3.625104 -2.43 2.10 1.37
N -2.065079 2.382239 -3.113699 3.25 -2.04 -1.53
O -0.195395 1.819661 -4.316958 1.02 -3.07 -1.71
H -0.538999 4.312415 -2.569962 0.65 -0.16 -0.76
H 0.793211 3.909043 -3.678843 -0.89 -0.13 0.48
H -2.447890 1.547125 -3.543262 -0.43 0.29 0.48
H -2.635023 3.104318 -2.831005 -1.37 1.69 0.52
```
Forces are in eV/Å.

The calculation puts the molecular weight at 912.8 g/mol. Its max |F| is 4.13 eV/A. The value obtained for the energy is -3324.23604 Ha. Its structure (SMILES) is O=[N+]([O-])c1ccccc1.O=[N+]([O-])c1ccccc1.O=[N+]([O-])c1ccccc1.O=[N+]([O-])c1ccccc1.NC(N)=O.NC(N)=O.NC(N)=O.NC(N)=O.NC(N)=O.NC(N)=O.NC(N)=O.

Atom charges from the Löwdin analysis, given in e for atoms 1 to 5: 0.046, -0.327, 0.095, -0.126, -0.019

=====

It is found that the LUMO energy values, taken in the order of the records, are -0.82, -0.53 eV.
It is found that the highest occupied orbital energy values, taken in the order of the records, are -9.3639, -9.2527 eV.